# 1
12 unconnected molecules or ions with the total composition C36H91BrN2O15P2S13. Source: the Open Molecules 2025 dataset; level of theory: ωB97M-V/def2-TZVPD.

Geometry as XYZ:
```
160
Properties=species:S:1:pos:R:3:mulliken_charge:R:1
C -2.22718 0.23001 3.94078 -1.325
C -1.25998 -0.95338 3.75291 -1.888
C -1.05725 -1.39816 2.27731 2.262
P -2.77576 -1.76600 1.59320 -0.233
O -2.55713 -2.79621 0.36401 -0.235
Br -3.67704 -3.12109 3.12621 -0.190
C -0.20262 -2.65412 2.44089 -0.512
O -0.52826 -3.70928 2.92643 -0.597
O 1.05348 -2.40922 2.02397 -0.275
C 1.01070 -1.34449 1.06203 -1.072
C -0.18950 -0.43319 1.36268 1.543
C -0.88872 -0.16380 -0.00188 -2.002
C -0.14429 0.74137 -1.00646 -0.277
C 0.71919 -0.00838 -2.05251 -0.595
S 2.37507 0.74190 -2.20146 -0.197
C 3.58148 -0.47110 -1.69341 0.026
S 4.68534 -0.00501 -0.59819 -0.135
N 3.58350 -1.71540 -2.36487 0.063
C 4.95804 -2.20302 -2.59879 -0.728
C 4.95160 -3.42358 -3.52257 -0.342
O 3.71680 -4.13418 -3.41578 -0.490
C 3.32331 -4.15635 -2.07485 -0.727
C 2.80222 -2.76761 -1.66847 0.211
P 0.39077 1.13805 2.15532 0.805
N 1.73964 1.72050 1.59829 -0.795
H -3.22852 -0.12259 4.18372 0.361
H -1.87686 0.92582 4.70118 0.354
H -2.33727 0.79722 3.01171 0.335
H -1.64771 -1.80648 4.30681 0.817
H -0.29175 -0.73749 4.20419 0.624
H -2.00542 -3.59134 0.52860 0.392
H 1.99039 -0.86723 1.07659 0.322
H 0.92471 -1.82699 0.09159 -0.175
H -1.87750 0.26819 0.16102 0.614
H -1.01696 -1.13418 -0.48266 0.765
H -0.90524 1.28621 -1.56164 0.503
H 0.46543 1.50067 -0.52625 -0.165
H 0.25643 0.10758 -3.03217 0.493
H 0.78571 -1.07338 -1.87223 0.035
H 5.43802 -2.48767 -1.65733 0.271
H 5.54801 -1.38806 -3.01432 0.605
H 5.75190 -4.07642 -3.16845 0.151
H 5.08330 -3.16938 -4.57124 0.361
H 4.13990 -4.46394 -1.41130 0.178
H 2.50230 -4.86593 -1.96824 0.526
H 2.90347 -2.64012 -0.58518 0.129
H 1.75458 -2.72933 -1.96261 0.172
H 0.51389 0.93971 3.53658 0.054
H -0.64568 2.08170 2.01251 0.033
H 2.18987 1.16251 0.88428 0.120
C -1.34410 -6.55964 2.06719 -0.665
S -1.33091 -6.54523 0.28466 0.311
O -1.55478 -5.11395 -0.10752 -0.609
C -2.90288 -7.38627 0.08284 -0.800
H -0.47377 -6.00382 2.41061 0.216
H -2.25808 -6.04824 2.37289 0.136
H -1.30852 -7.57373 2.46324 0.482
H -3.68510 -6.83586 0.60974 0.102
H -2.81806 -8.39503 0.48516 0.405
H -3.12199 -7.43294 -0.98262 0.360
C -7.19639 -5.28102 3.58871 -0.713
S -6.66698 -6.96515 3.24465 0.345
O -5.28934 -6.89101 2.67996 -0.502
C -7.78265 -7.23263 1.86723 -0.539
H -6.59016 -4.89305 4.40494 0.266
H -7.05659 -4.66491 2.69975 0.103
H -8.24511 -5.29008 3.88547 0.399
H -7.59423 -6.48327 1.09718 0.008
H -8.81088 -7.17397 2.22529 0.378
H -7.58685 -8.22947 1.47684 0.316
C -4.85539 -4.40466 -1.75249 -0.675
S -6.23736 -3.81951 -0.77392 0.650
O -7.07128 -5.00674 -0.42939 -0.736
C -7.09654 -2.96912 -2.10140 -1.065
H -4.21621 -4.99774 -1.10121 -0.158
H -5.22745 -5.01456 -2.57644 0.484
H -4.29173 -3.54942 -2.12353 0.377
H -7.32841 -3.67721 -2.89694 0.305
H -6.46806 -2.16124 -2.47565 0.364
H -8.01620 -2.55884 -1.69048 0.333
C 1.35229 4.93799 -1.90337 -0.996
S 0.20908 4.42932 -0.61651 0.867
O -0.95815 3.78396 -1.28722 -0.683
C -0.30742 6.08328 -0.15993 -0.769
H 1.76376 4.03772 -2.35604 0.200
H 0.81871 5.52354 -2.65257 0.365
H 2.15614 5.52193 -1.45643 0.353
H -0.73385 6.59211 -1.02510 0.344
H 0.54537 6.63751 0.22541 0.375
H -1.05653 5.99694 0.62186 -0.102
C 6.30661 -6.89632 -0.33004 -1.057
S 7.60193 -5.67561 -0.58575 0.594
O 7.13017 -4.78695 -1.68742 -0.656
C 8.78372 -6.80969 -1.31064 -1.074
H 5.43960 -6.38198 0.08094 0.299
H 6.04576 -7.35692 -1.28340 0.352
H 6.65533 -7.64706 0.37894 0.446
H 8.34742 -7.27720 -2.19187 0.226
H 9.06099 -7.56427 -0.57521 0.396
H 9.66594 -6.24173 -1.59507 0.393
C -0.70138 9.70355 4.02337 -1.007
S -0.24582 9.63193 2.28831 0.480
O -0.78400 8.34800 1.75239 -0.438
C 1.51122 9.39602 2.56016 -1.093
H -1.78311 9.80723 4.07847 0.305
H -0.39021 8.78547 4.52202 0.279
H -0.22691 10.56983 4.48309 0.437
H 1.67075 8.49774 3.15689 0.311
H 1.91557 10.27194 3.06617 0.439
H 1.98450 9.28535 1.58699 0.331
C 7.57686 -1.43444 3.65322 -0.927
S 7.46393 -3.15255 3.13906 0.445
O 8.67257 -3.44300 2.32768 -0.595
C 6.10217 -2.90523 1.99444 -0.594
H 8.40840 -1.35352 4.34987 0.334
H 7.76055 -0.80730 2.78105 0.283
H 6.65130 -1.14212 4.14916 0.345
H 6.38278 -2.17050 1.23902 0.230
H 5.22199 -2.57080 2.54481 0.434
H 5.89290 -3.86010 1.51562 0.037
C -2.88866 10.70244 -3.15947 -0.961
S -2.94096 11.43191 -1.52664 0.532
O -1.65473 12.14857 -1.31416 -0.658
C -2.83203 9.89088 -0.61250 -0.794
H -2.90797 11.50517 -3.88729 0.308
H -1.97191 10.12035 -3.26912 0.417
H -3.76282 10.07250 -3.30300 0.318
H -1.91599 9.36750 -0.88557 0.161
H -3.70430 9.27396 -0.83041 0.442
H -2.80928 10.12980 0.44830 0.213
C -6.65654 13.19881 -3.71842 -0.910
S -6.39285 11.52068 -4.29658 0.551
O -5.06341 11.49815 -4.95842 -0.597
C -7.61847 11.56818 -5.60814 -1.002
H -5.94778 13.38356 -2.91351 0.276
H -6.47912 13.89555 -4.53733 0.314
H -7.67449 13.29653 -3.34146 0.366
H -7.37735 12.37727 -6.29698 0.302
H -8.60815 11.71221 -5.17489 0.375
H -7.58131 10.61418 -6.12901 0.327
C -4.45912 4.98103 2.09614 -0.920
S -3.39052 4.90965 3.53831 0.712
O -4.26821 4.74585 4.72611 -0.704
C -2.88409 6.62956 3.48164 -0.584
H -4.91564 4.00102 1.97579 0.325
H -5.23164 5.73339 2.25528 0.348
H -3.86295 5.21793 1.21433 0.295
H -3.76237 7.27321 3.54794 0.348
H -2.33795 6.82392 2.55975 -0.050
H -2.22967 6.81184 4.33139 0.283
C 8.65585 -10.94316 -4.43994 -1.027
S 8.81179 -10.10214 -2.86149 0.648
O 10.17572 -9.51978 -2.80418 -0.611
C 8.82901 -11.58859 -1.85260 -0.997
H 8.67005 -10.18480 -5.21947 0.311
H 9.49520 -11.62568 -4.57103 0.327
H 7.70994 -11.48357 -4.47043 0.368
H 9.65765 -12.22567 -2.16085 0.336
H 7.87906 -12.11158 -1.96217 0.364
H 8.96267 -11.28379 -0.81700 0.297
```

Values from the calculation:
multiplicity	1
lowest unoccupied orbital energy	-0.1	eV
electronic energy	-301969.445	eV

# 2
A molecular structure, C36H94Cl3CrN13O7P3. Source: the Open Molecules 2025 dataset; level of theory: ωB97M-V/def2-TZVPD.

Geometry as XYZ:
```
157
Properties=species:S:1:pos:R:3:mulliken_charge:R:1
Cr -11.90955 17.85195 -5.15953 0.453
Cl -13.96404 16.39280 -5.56686 -0.671
Cl -11.77181 17.73929 -2.75798 -0.206
Cl -10.20304 16.14975 -5.65902 -0.653
C -17.43569 16.36695 -3.12408 -0.131
O -16.84892 15.87960 -4.19070 -0.512
N -16.83202 16.49565 -1.87060 0.410
C -15.38391 16.19139 -1.64965 0.220
C -17.60307 16.97613 -0.75504 -0.947
H -18.44573 16.79907 -3.19676 0.294
H -15.18039 15.50592 -2.47234 -0.277
H -15.25523 15.62729 -0.72589 0.146
H -14.79907 17.07101 -1.91857 -0.049
H -18.65560 16.92165 -1.03310 0.363
H -17.45770 16.29933 0.08692 0.281
H -17.27635 17.98594 -0.50677 0.251
C -9.46134 20.00174 -4.74826 0.042
O -10.51309 19.35374 -5.16483 -0.361
N -9.20873 21.31123 -4.98379 0.241
C -8.12554 21.92041 -4.17248 -1.120
C -10.10997 22.33747 -5.60319 -0.457
H -8.74944 19.39975 -4.16259 0.438
H -7.20538 22.27082 -4.64005 0.302
H -7.77777 21.21424 -3.41851 0.421
H -8.59169 22.73588 -3.61948 0.308
H -10.60681 22.17723 -6.56005 -0.201
H -10.94673 22.57055 -4.94471 0.135
H -9.62381 23.30772 -5.70501 0.546
C -13.34530 20.78583 -4.78695 0.106
O -13.08596 19.59182 -5.02614 0.140
N -14.48312 21.10441 -4.09190 0.549
C -15.03248 22.44423 -4.28985 -1.198
C -15.32802 20.09406 -3.32564 -1.207
H -12.84861 21.65086 -5.25301 0.068
H -14.99930 23.06178 -3.39227 0.271
H -16.07792 22.32813 -4.57567 0.377
H -14.60693 22.98746 -5.13359 0.406
H -16.17181 19.89743 -3.98703 0.547
H -14.76373 19.16855 -3.21113 0.113
H -15.78135 20.41208 -2.38678 0.441
O -14.61740 13.75849 -4.16437 -0.846
P -13.62666 12.70843 -3.71120 0.101
N -12.95216 11.62434 -4.92431 0.499
C -11.88260 12.16991 -5.77324 -1.065
C -13.67874 10.42356 -5.26243 -1.096
N -14.32022 11.77200 -2.52379 0.207
C -15.50995 12.17604 -1.82218 -0.906
C -13.77141 10.47024 -2.06792 -1.190
N -12.15941 13.23129 -2.78843 0.787
C -12.28221 14.15955 -1.70213 -0.569
C -10.92104 12.38861 -2.68646 -1.236
H -11.94652 12.09272 -6.85862 0.392
H -10.93021 11.70769 -5.51360 0.334
H -11.66780 13.23288 -5.66340 0.310
H -13.52878 10.25465 -6.32877 0.349
H -14.74113 10.46714 -5.02257 0.299
H -13.15886 9.58298 -4.80279 0.314
H -15.08003 12.71432 -0.97748 0.141
H -16.16061 12.73432 -2.49529 0.224
H -15.90192 11.26056 -1.37906 0.517
H -14.29209 9.64724 -2.55747 0.267
H -12.69540 10.40856 -2.23072 0.327
H -14.02305 10.44280 -1.00772 0.500
H -11.25808 14.46523 -1.48805 0.368
H -12.80172 15.04967 -2.05694 -0.348
H -12.77998 13.67409 -0.86269 0.210
H -10.91326 12.00479 -1.66630 0.410
H -9.95441 12.88261 -2.78494 0.179
H -10.86276 11.60425 -3.44111 0.398
O -11.35453 22.67970 -2.42260 -0.753
P -11.28752 22.69240 -0.96411 0.230
N -9.73267 22.33585 -0.35926 0.348
C -9.40743 20.91605 0.00443 -0.606
C -8.52624 23.21851 -0.49921 -1.261
N -12.29602 21.60203 -0.10890 0.455
C -12.48056 21.51011 1.34253 -1.070
C -13.08100 20.56378 -0.69701 0.337
N -11.69876 24.22285 -0.33365 0.295
C -11.55887 24.70214 1.05477 -1.313
C -12.46978 25.19108 -1.23538 -0.791
H -8.63278 20.75292 0.75370 0.424
H -9.09485 20.41234 -0.91026 0.262
H -10.29518 20.33874 0.26274 -0.141
H -8.30697 23.64217 0.48086 0.382
H -8.79123 24.20316 -0.88436 0.372
H -7.61309 22.80533 -0.92762 0.374
H -11.65314 20.96985 1.80251 0.357
H -12.70691 22.49341 1.75484 0.322
H -13.32165 20.88666 1.64581 0.403
H -12.64848 19.63174 -0.33324 0.136
H -14.14567 20.64256 -0.47709 0.419
H -13.00439 20.40810 -1.77311 -1.047
H -11.00431 24.10944 1.78228 0.367
H -10.97698 25.61069 0.89968 0.390
H -12.54935 24.94640 1.43867 0.344
H -13.54857 25.28617 -1.11176 0.309
H -12.43632 24.56785 -2.12900 0.040
H -11.86213 26.08440 -1.37968 0.311
O -12.11987 18.32830 -7.27869 0.783
P -12.12176 18.55288 -8.75023 -1.167
N -12.25390 17.14562 -9.80122 0.433
C -12.62082 17.18898 -11.19364 -0.981
C -11.65740 15.89678 -9.43148 -1.031
N -10.87596 19.59019 -9.30362 0.660
C -10.80670 20.95306 -8.98820 -1.327
C -9.84816 19.07168 -10.30371 -0.981
N -13.56205 19.41047 -9.10202 0.550
C -13.91041 19.86244 -10.49064 -1.032
C -14.72138 19.37576 -8.22391 -0.796
H -12.40507 16.28421 -11.76192 0.422
H -12.16309 17.98426 -11.78196 0.306
H -13.70905 17.25071 -11.20050 0.241
H -10.90657 15.49623 -10.11259 0.387
H -12.40786 15.10632 -9.44021 0.457
H -11.22434 15.88621 -8.43125 0.086
H -10.87646 21.67332 -9.80335 0.330
H -11.50739 21.32572 -8.24104 0.092
H -9.85011 21.11449 -8.49124 0.586
H -8.83229 19.46509 -10.26727 0.329
H -9.75488 17.99558 -10.15735 0.259
H -10.25444 19.29296 -11.29066 0.330
H -12.95696 19.97577 -11.00658 0.248
H -14.54483 19.12876 -10.98795 0.241
H -14.47561 20.77951 -10.32441 0.384
H -14.48499 18.86549 -7.29018 -0.074
H -15.47973 18.68816 -8.59835 0.317
H -15.02303 20.39963 -8.00299 0.286
C -13.40376 13.17964 3.26013 -1.757
C -12.62342 14.48660 3.59786 1.693
C -11.32410 13.95694 4.19886 -1.457
C -10.24075 15.07256 4.20395 -0.729
C -10.05705 15.38952 2.78831 -1.210
C -11.25262 16.20661 2.12295 1.596
N -12.46865 15.30105 2.31519 0.679
O -13.70073 15.70357 1.77030 -0.486
C -11.37490 17.67087 2.80859 -1.257
C -10.96930 16.39791 0.62495 -1.873
C -13.41759 15.22449 4.58268 -1.869
H -13.05075 12.22599 3.65259 0.364
H -13.31239 13.01672 2.18625 0.309
H -14.48778 13.17339 3.37398 0.336
H -11.56988 13.83466 5.25373 0.443
H -10.98234 13.02163 3.75559 0.468
H -9.44559 14.72820 4.86519 0.400
H -10.66888 15.86650 4.81588 0.349
H -9.84955 14.43373 2.30714 0.421
H -9.18425 16.03749 2.70800 0.522
H -11.87937 17.47722 3.75521 0.223
H -10.34797 17.94799 3.04677 0.387
H -11.81038 18.52982 2.29803 0.061
H -11.89722 16.59397 0.08771 0.299
H -10.25320 17.12645 0.24476 0.265
H -10.52948 15.45548 0.29865 0.308
H -14.44595 15.31694 4.23336 0.346
H -12.93764 16.17386 4.82030 0.377
H -13.58511 14.68852 5.51691 0.484
H -13.72358 15.09847 1.02536 0.315
```

Values from the calculation:
multiplicity	4
⟨S²⟩	3.83
lowest unoccupied orbital energy (alpha / beta)	0.2 / 0.3	eV
electronic energy	-166416.139	eV
energy above the lowest of the compared OMol25 structures with the same formula, charge and spin	143.02	kJ/mol